A structure of composition C39H35AlBrN5O4. Source: OMol25; level of theory: wB97M-V/def2-TZVPD.

HOMO energy = -7.595 eV

Last column: Mulliken charge in e.
CARTESIAN COORDINATES (ANGSTROEM)
O -0.63402 -2.17526 -0.02106  -0.177
N -1.58595 -0.44707 -2.27225  0.600
H -0.19074 -6.47363 4.31299  0.384
H 1.70101 2.81602 -3.96151  0.402
C 2.06532 2.62863 -1.83082  2.241
C 0.89350 -4.75492 1.61591  -0.862
N 0.24170 -0.05730 0.92449  0.962
C -5.18779 -1.19975 3.60263  -1.043
C 4.39833 5.40599 0.68943  -0.488
H 4.47845 0.31635 0.56293  0.287
H 3.51707 -1.46203 -2.00119  0.405
H -1.44304 -4.34726 4.63526  0.453
C 3.07237 0.35248 -0.94816  2.322
O 1.08094 0.35778 -4.54591  -0.717
C -2.82680 -0.76025 -4.74172  -0.607
H 2.03112 -1.52832 -1.06885  0.034
C -0.90039 -0.23495 -3.41420  1.025
C -3.58385 -3.33181 0.92096  -1.489
N -3.02210 -0.61127 0.02684  1.927
H 0.66437 -1.25677 2.47132  0.542
H -3.29701 -0.89393 -5.70795  0.437
C 0.21293 -3.55399 1.78767  0.262
C 3.04948 -1.14713 -1.06424  -1.650
C -4.69409 -2.28514 2.90268  -0.837
C 5.53313 5.12667 -0.20822  -0.421
Br -1.12163 2.15655 -0.42145  -0.273
C 1.25716 3.13308 -3.01682  -1.646
N 1.16619 0.42276 -2.28812  0.238
C 4.13414 2.41575 0.08308  -0.037
C -3.71864 -0.87352 -1.09714  0.292
H -4.59406 -1.18286 -3.54845  0.580
C -3.99398 -2.11700 1.71100  1.411
C 0.46467 -2.44088 0.79061  0.382
C 4.74228 2.95556 -1.25983  0.127
H 4.75869 2.60062 0.95332  0.573
C 0.54590 0.24284 -3.45272  -0.434
H -5.42718 0.93201 3.61761  0.406
H 1.29964 -6.73341 2.34186  0.405
H 2.49506 5.01984 1.47532  0.436
C 0.75747 -5.81091 2.50318  -0.758
H -5.72076 -1.34754 4.53372  0.411
H -4.91615 1.73756 0.45796  0.258
C -0.07442 -5.66292 3.60462  -0.415
C -5.01144 0.07767 3.09586  -1.016
H -4.57206 2.41183 2.05480  0.454
C 2.98799 3.50755 -0.05970  0.955
H -2.62509 -3.20821 0.42220  0.091
O -4.89637 -1.17990 -1.19782  -0.716
H -0.88016 -0.20677 -5.51824  0.561
H 1.03924 4.08082 -0.60318  0.962
C -0.63980 -3.43762 2.89030  0.569
C 0.97010 1.06486 0.96664  -0.211
C -4.31568 0.28729 1.91103  0.901
Al -1.15485 -0.52097 -0.28076  -1.602
C -3.54487 -0.92835 -3.57744  -0.684
H -4.33641 -3.52706 0.15147  0.397
C -0.77125 -4.48167 3.79620  -0.618
C 3.26384 4.70900 0.77432  -1.139
H -3.25161 1.93066 0.99243  -0.134
H 3.31075 4.42493 -2.15432  0.482
H 5.15994 2.19706 -1.91826  0.612
H 1.22851 4.22299 -2.99200  0.569
C 3.34506 3.50359 -1.57519  -1.225
H 0.22923 2.77444 -2.98511  0.277
C 5.70028 4.09520 -1.04293  -1.082
H 6.32837 5.86345 -0.17885  0.385
C -4.25113 1.67002 1.32390  -0.876
N 0.90854 -1.19811 1.48993  -0.344
H 6.60551 4.07606 -1.63980  0.396
C 2.11367 1.11053 -1.76803  -1.161
H 3.58683 -1.59936 -0.23234  0.505
H -3.52505 -4.20711 1.56894  0.493
C 3.87670 0.96075 -0.07220  -2.422
H 1.29137 -2.78844 0.16484  0.003
C 0.64256 2.24769 0.38891  -0.750
C -2.89733 -0.75531 -2.37029  0.031
H -4.85327 -3.29096 3.27468  0.442
H 1.93797 0.99599 1.45198  0.917
O -1.37550 -2.31603 3.16235  -0.708
C -3.76833 -0.81558 1.24801  -0.620
C 1.54250 3.13033 -0.40059  -0.687
H 1.55196 -4.85299 0.75897  0.418
H -1.59545 -1.84256 2.34772  -0.010
C -1.49549 -0.39127 -4.65121  -0.776
H 4.51188 6.27491 1.32798  0.412

An isolated molecule of C4H4O2. Source: OMol25; level of theory: wB97M-V/def2-TZVPD.

SMILES string = OC=C=C=CO
HOMO energy = -8.062 eV

Last column: Mulliken charge in e.
CARTESIAN COORDINATES (ANGSTROEM)
H 0.57202 -1.62174 2.64570  0.347
H -1.53847 1.26617 -2.25088  0.345
C -0.53760 1.41773 -0.30472  -0.447
C 0.48019 -0.40693 1.18331  -0.318
H 0.43118 -0.41474 -1.26126  0.256
C -0.07005 0.65646 0.62561  0.231
H 1.49193 -0.67049 0.86358  0.350
O -0.11518 -1.20194 2.11883  -0.472
O 0.04795 0.01923 -2.05976  -0.408
C -0.76197 0.95625 -1.56040  0.118

A cluster of 8 separate species, C42H92BCl2IN2O12P in total. Source: OMol25; level of theory: wB97M-V/def2-TZVPD.

charge = -1
HOMO energy = -4.688 eV

Last column: Mulliken charge in e.
CARTESIAN COORDINATES (ANGSTROEM)
H 0.68536 -6.01850 9.21943  0.379
C -3.35718 -3.78661 6.84836  -0.883
C 1.10434 6.74838 -3.90625  -1.241
H 3.93707 3.87007 2.60716  0.293
H 1.38302 6.58813 -4.95004  0.113
H -1.97763 -3.27750 0.60924  -0.343
O -2.51869 -6.93382 8.74780  -0.509
C -1.85367 0.76974 6.59884  -1.242
H 4.25574 -1.11139 -0.02330  0.467
H 1.70989 4.80574 -3.22126  0.111
H -0.45814 1.73988 -0.52712  0.147
O -2.64502 -4.54146 -5.21675  -0.840
H 5.37468 5.68383 3.35289  0.347
H -4.88316 -3.42043 -0.29193  0.410
N 3.26153 -3.03166 0.03598  0.339
O 4.19526 3.94752 1.68217  -0.507
H 3.19664 2.56942 -1.49136  0.353
H 7.49120 3.63122 2.27708  0.386
H 1.60077 3.31663 -1.01158  0.112
H 2.52994 -1.96097 1.63174  0.411
C 1.05228 1.76952 -6.44874  -0.557
H 5.56784 6.27480 -7.57478  0.382
H 2.33546 8.01828 -8.44851  0.352
O -1.33481 -1.93993 -1.73201  -0.920
H 5.03989 6.46528 1.81491  0.326
H 1.39741 2.77863 -6.69828  -0.144
H -3.51127 -4.59069 -2.39397  0.427
H -3.97204 -0.19455 0.40796  0.146
H 0.03739 6.54942 -3.79245  0.362
H 2.26741 0.43034 -1.09538  0.097
C 6.43989 3.33956 2.31574  -1.347
C 5.00347 -2.77282 -1.25374  -0.703
H -2.08191 -1.28505 0.86015  0.301
H -0.43346 -5.48265 7.95385  0.282
C 3.43328 -4.22486 -0.57344  -0.284
H -0.38335 0.00759 -2.74510  0.586
H 1.45751 -1.52157 -0.61265  0.168
C 0.05388 -1.36523 1.08458  -1.807
H 2.13961 5.25561 -7.48859  0.232
H -2.83680 -2.82932 6.79156  0.129
H 4.83625 5.22974 -6.34420  0.318
C 3.20162 7.36016 -8.52895  -1.503
H -0.07525 -3.03630 -4.39239  0.268
H -3.11844 1.34919 0.03269  0.413
H -4.13766 -2.36761 0.89896  -0.355
N -0.21961 -0.02509 -1.75056  0.489
C -0.19482 -6.29817 8.63793  -1.192
C -3.68566 0.50267 -0.37187  -1.875
H -2.38925 1.65723 -5.25187  0.269
C -2.71760 -3.57278 -0.15891  -0.107
B -2.61394 -2.62171 -1.52222  0.157
C -2.99114 0.40324 -2.87728  -1.312
H -3.87066 -6.34460 5.89532  0.183
H 4.06274 7.95326 -8.84169  0.407
H 6.71480 6.09857 2.26653  0.384
H -0.21486 -7.50666 11.13286  0.382
H -1.45321 -0.15073 6.17214  0.310
C -0.07145 1.34091 -7.38074  0.512
C -4.41412 -4.35441 1.64097  -1.387
H 1.26212 7.80337 -3.65596  0.369
C -4.10246 -3.38045 0.47572  0.233
H 3.74138 5.95363 -4.15232  -0.008
H -2.16936 1.39986 5.76291  0.329
H -3.48295 -4.54221 2.17546  0.383
H -1.42269 -6.04215 -3.90995  0.312
H -4.06723 1.98514 -4.95058  0.337
H 0.70248 1.79723 -5.41577  0.059
H -0.42466 1.00452 -9.48495  0.354
H -2.49568 -4.62875 -0.36820  0.548
C 5.55353 4.37459 1.63877  0.554
H 4.90603 -4.87664 -2.03194  0.417
H 6.15243 3.21227 3.36338  0.336
O 2.30978 5.92032 -6.81213  -0.439
H -2.09203 -4.98588 4.96007  0.280
H -2.30402 -7.72131 8.23612  0.345
H -0.87409 3.11875 -7.50219  0.306
C -3.02955 0.46527 7.51520  0.471
C 4.18725 -2.13689 -0.35209  -0.310
H -1.92978 -7.95558 11.13271  0.320
C -2.82378 -0.20084 -1.46606  2.390
C 0.24443 1.25373 -1.20986  -0.962
H -0.84641 -8.65973 9.94190  0.361
Cl -3.43381 -0.62584 -4.21769  -0.167
I -5.30217 -6.13493 0.83778  -0.074
H -0.43366 0.35442 -7.08792  0.325
H 2.80188 2.86368 0.21384  0.023
H 3.63905 7.40570 -6.42468  0.337
C 3.40496 6.12382 -3.12733  -1.030
O -0.96313 -5.27516 -3.54189  -0.564
Cl -2.46634 2.91855 -2.00471  -0.234
H -3.99933 -3.14159 -3.21732  0.344
H -4.45540 1.50679 8.76075  0.335
H 6.32956 2.36805 1.83263  0.302
H 0.33601 1.93812 -2.06685  0.601
H -5.09904 -3.83080 2.31341  0.546
C 1.91523 5.85115 -2.98654  0.883
H 3.63571 7.15770 -2.85076  0.350
C 1.66858 1.20896 -0.61356  0.351
H 0.05544 -7.16894 8.02525  0.320
H 0.44012 -2.96802 -0.30071  -0.079
O -4.03910 -0.22824 6.78652  -0.505
H 5.84433 -2.33602 -1.77261  0.418
C 5.68576 5.73597 2.30556  -1.344
C -4.53526 -5.56243 5.51682  -1.133
H -2.65522 -4.51133 7.27163  -0.021
H -1.05384 1.28190 7.13718  0.372
C 4.52263 -4.09285 -1.39350  -0.659
H -4.20224 -3.68355 7.53100  0.421
O 1.51705 6.05085 -1.63100  -0.552
H -2.70679 -0.20145 8.31681  0.293
C 0.98493 -2.13504 0.14943  0.764
H -2.86760 3.30167 -4.65733  0.364
H 1.22203 0.60847 -8.96227  0.378
H -4.84908 -5.86489 4.51591  0.265
H -4.54799 0.92449 -0.89625  0.410
C -3.13585 -3.62426 -2.75642  -0.381
O -1.17229 2.23878 -7.24884  -0.502
C -1.22996 -0.73990 0.45484  -1.282
H -3.97993 2.40001 7.32417  0.355
H -4.47707 -3.46630 5.04513  0.263
C 3.46466 6.66111 -7.20371  0.569
C 2.15959 -2.75243 0.96991  -1.335
H -4.33744 0.34485 6.07195  0.334
H 1.68759 6.96896 -1.39724  0.343
H 1.66802 0.98327 0.45915  -0.164
C 0.39300 1.30571 -8.82901  -1.440
C -2.85852 1.69563 -3.20171  0.942
H 5.82344 4.45509 0.58467  0.224
H -1.64566 -5.70921 10.11084  0.287
H 2.77515 -5.05920 -0.38885  0.362
C -1.38112 -6.60143 9.54132  0.413
H 2.97912 6.62999 -9.31215  0.331
O -2.68515 -4.31928 4.59773  -0.451
C -1.30990 -0.69587 -1.06577  0.198
H 4.48697 4.94827 -8.04270  0.338
H 1.90132 1.08663 -6.51081  0.437
H -5.41630 -5.51530 6.15940  0.391
H 1.85719 -3.65406 1.50160  0.300
C 4.66371 5.72966 -7.29826  -1.347
C -3.60918 1.73919 8.11258  -1.400
H 3.97631 5.47712 -2.45900  0.326
H -2.86113 2.27979 8.69551  0.377
O -3.54469 -1.44420 -1.58341  -0.700
C -3.81455 -4.22340 5.46730  0.540
C 2.38437 2.59520 -0.76090  -0.737
C -1.06934 -7.74393 10.49655  -1.389
H -1.32881 0.27050 0.86725  0.626
H 0.71755 2.29955 -9.15433  0.294
C -3.05661 2.22978 -4.60817  -1.353
O -1.00874 -2.80170 -4.49124  -0.348
H -0.27231 -2.07821 1.85822  0.534
P -1.92420 -4.04305 -4.01715  0.727
H 0.58590 -0.58281 1.64172  0.600

Question: Among the records above, which one has the highest HOMO energy?
Answer: C42H92BCl2IN2O12P

Question: Number 3 is which compound?
Answer: C42H92BCl2IN2O12P

Question: Which of these has the lowest HOMO energy?
Answer: C4H4O2

Question: Number 2 is which compound?
Answer: C4H4O2